Record 1
{
  "formula": "C18H37Br3O31S8",
  "method": "ωB97M-V with the def2-TZVPD basis set",
  "e_homo_ev": [-12.06, -12.06],
  "spin_multiplicity": 2,
  "total_energy_ha": -13947.2727,
  "total_charge": 1,
  "s2": 0.758,
  "symbols": ["O", "S", "O", "O", "C", "C", "C", "H", "H", "H", "H", "H", "H", "H", "H", "C", "Br", "Br", "Br", "H", "C", "C", "O", "S", "O", "O", "O", "H", "H", "H", "H", "C", "C", "O", "S", "O", "O", "O", "H", "H", "H", "H", "C", "C", "O", "S", "O", "O", "O", "H", "H", "H", "H", "C", "C", "O", "S", "O", "O", "O", "H", "H", "H", "H", "C", "C", "O", "S", "O", "O", "O", "H", "H", "H", "H", "C", "C", "O", "S", "O", "O", "O", "H", "H", "H", "H", "C", "C", "O", "S", "O", "O", "O", "H", "H", "H", "H"],
  "positions_angstrom": [[1.675433, -1.591561, -1.423966], [1.300243, -2.076171, -0.077306], [2.335053, -2.263491, 1.020124], [0.106993, -1.087801, 0.645414], [-0.353637, -0.004341, -0.127536], [-1.464377, 0.644659, 0.689594], [0.254903, -3.617051, -0.189496], [-0.620477, -0.470431, -1.076036], [0.427843, 0.697679, -0.418316], [-2.375587, 0.068069, 0.848764], [-1.842147, 1.527489, 0.173844], [-1.038977, 0.778279, 1.684224], [-0.261287, -3.510091, -1.143546], [-0.466057, -3.675891, 0.625894], [0.952783, -4.444761, -0.063196], [-3.003807, 3.061379, 3.946794], [-2.897747, 4.458829, 2.529924], [-4.911737, 2.833059, 4.465494], [-1.723797, 3.338929, 5.393754], [-2.732107, 2.158179, 3.400424], [3.805913, 1.617059, 3.070004], [3.091663, 0.915509, 1.987474], [4.122553, -0.044501, 1.598514], [5.059743, -0.618031, 2.822844], [6.448593, -0.662391, 2.472344], [4.370093, -1.769591, 3.349464], [4.732923, 0.759199, 3.700444], [3.056983, 2.027449, 3.747344], [4.382783, 2.468199, 2.708224], [2.945083, 1.527279, 1.097334], [2.170983, 0.429299, 2.310054], [-7.482227, 2.104029, 0.851504], [-6.229527, 3.064449, 0.812434], [-5.120337, 2.122229, 0.887554], [-5.537277, 0.584449, 1.383094], [-5.708047, 0.583549, 2.849744], [-4.805697, -0.491241, 0.730074], [-6.949497, 0.848909, 0.597614], [-8.191987, 2.303589, 0.048684], [-8.071647, 2.095719, 1.768354], [-6.303857, 3.740539, 1.664184], [-6.187497, 3.800839, 0.009894], [-0.130797, 4.755469, -3.727126], [0.443763, 3.522209, -2.978826], [-0.079017, 3.615419, -1.728476], [-1.625317, 4.259509, -1.795256], [-1.808437, 5.423339, -0.958506], [-2.652487, 3.240679, -1.665706], [-1.444967, 4.753329, -3.363996], [-0.018397, 4.654099, -4.806566], [0.228683, 5.652479, -3.222896], [1.531333, 3.464249, -2.934946], [0.025853, 2.587799, -3.353426], [4.134403, -4.753511, 0.287314], [5.253373, -3.757561, 0.379164], [6.433143, -4.360451, -0.221026], [6.397183, -6.009921, -0.136996], [7.371343, -6.540691, 0.758864], [6.486723, -6.501241, -1.517586], [4.794573, -6.014581, 0.321874], [3.533683, -4.809481, -0.620486], [3.420803, -4.700801, 1.109564], [5.417683, -3.724641, 1.456214], [5.146763, -2.768601, -0.066596], [1.603703, -0.264861, -4.271416], [1.498873, -0.802261, -5.758886], [1.569533, 0.343199, -6.610196], [2.178353, 1.674299, -5.896386], [1.498573, 2.864739, -6.311256], [3.597243, 1.525219, -5.712316], [1.370153, 1.089719, -4.573186], [2.593543, -0.589381, -3.950476], [0.750253, -0.663261, -3.722786], [0.678293, -1.492251, -5.955516], [2.396873, -1.415381, -5.834916], [-3.971557, 0.659599, -2.310006], [-4.724537, -0.728411, -2.535566], [-4.138717, -1.245401, -3.710836], [-2.540027, -0.849571, -3.844796], [-2.277917, -0.499461, -5.255046], [-1.773017, -2.002281, -3.277016], [-2.688367, 0.443039, -2.842196], [-3.984277, 0.785769, -1.227416], [-4.454567, 1.560689, -2.687946], [-5.812547, -0.687801, -2.587346], [-4.437107, -1.357801, -1.693336], [0.916833, -1.622031, 4.144734], [1.252793, -2.376461, 5.342654], [1.557703, -1.595581, 6.417734], [0.926643, -0.124691, 6.268554], [1.920503, 0.968799, 6.205364], [-0.315587, 0.084999, 7.065734], [0.500133, -0.410861, 4.665274], [0.152463, -2.154161, 3.578464], [1.796783, -1.335451, 3.568834], [2.128773, -2.986091, 5.121034], [0.409073, -3.015211, 5.603884]],
  "atomic_forces_ev_per_a": [[-0.887, -0.800, 2.920], [1.035, -0.210, 2.345], [-3.095, 0.545, -3.523], [2.550, -1.557, -0.132], [-0.847, -0.193, -1.208], [-0.112, -0.208, -0.404], [0.822, 1.128, 0.095], [-0.838, 0.517, -0.232], [0.213, 0.201, 0.562], [0.302, -0.705, -0.283], [0.445, 0.460, 0.297], [-0.046, 0.706, 0.078], [0.184, -0.419, -0.036], [0.200, 0.480, 0.040], [-0.067, 0.002, -0.572], [0.372, -0.185, 0.105], [-0.592, -0.710, 1.136], [1.754, 1.083, -0.321], [-1.159, -0.061, -1.029], [-0.113, 0.077, 0.289], [-0.032, 2.125, 0.732], [1.436, -1.512, -0.810], [0.643, -1.026, -0.537], [-2.158, 1.943, -0.594], [-1.622, 0.040, 0.301], [0.954, 1.030, 0.031], [0.525, -1.985, 0.459], [0.339, -0.278, 0.683], [0.010, -0.019, -0.252], [-0.176, -0.018, 0.171], [0.088, -0.262, -0.125], [-0.185, 1.346, -0.564], [-1.301, -0.826, 1.238], [1.484, -0.039, 0.582], [-1.791, 1.186, 0.250], [0.423, -0.206, -3.396], [-1.265, 2.596, 1.090], [0.797, -3.155, 0.561], [0.199, 0.020, -0.087], [0.431, 0.221, 0.290], [0.532, -0.425, 0.608], [0.499, -1.002, -0.796], [2.569, -0.731, 0.605], [0.283, -0.358, -2.823], [-3.008, 1.505, 3.882], [-0.056, 0.212, -1.075], [0.898, -1.263, -0.501], [1.674, 0.963, -0.417], [-3.852, -1.194, 2.081], [-0.028, 0.386, 0.172], [1.098, 0.258, -0.854], [-0.127, 0.183, 0.056], [0.422, 0.083, -0.885], [-0.569, -0.739, -1.173], [0.894, -0.179, 0.719], [-0.300, -1.130, 0.321], [-0.694, 1.062, -3.758], [-1.377, 0.577, 0.567], [-0.611, 0.885, 2.645], [1.908, -1.527, 0.751], [0.165, 0.621, -0.367], [0.404, 0.078, 0.233], [0.419, 0.711, 0.043], [-0.252, -0.271, 0.073], [-0.971, -0.816, -3.120], [1.605, -0.979, 1.151], [0.420, 0.519, -1.961], [-1.658, -3.842, 1.708], [0.986, -1.124, 0.268], [-1.384, 0.786, -0.410], [1.072, 3.181, 2.287], [-0.171, 0.825, 0.800], [0.417, 0.344, 0.449], [-0.458, 0.904, -0.369], [0.117, 0.089, -0.828], [-2.235, -1.348, 0.705], [1.297, 1.256, 0.702], [1.067, 0.057, -1.017], [-0.892, -2.468, -1.413], [-0.417, -0.262, 3.826], [-1.484, 3.698, -0.787], [1.712, -0.720, -0.854], [0.840, 0.070, -0.047], [0.217, -0.256, -0.719], [0.220, 0.143, -0.451], [-0.135, -0.166, 0.037], [1.156, 0.934, -0.956], [0.287, -4.337, -0.467], [0.418, 3.045, 2.061], [-1.344, 2.206, -1.205], [-2.106, -2.884, 0.634], [3.458, -0.865, -1.986], [-1.820, 2.853, 1.921], [0.007, 0.428, -0.197], [-0.009, -0.864, -0.507], [-0.062, -0.256, 0.282], [0.039, -0.187, 0.205]],
  "mulliken_charge": [-0.433, 0.666, -0.346, -0.285, 0.018, -0.609, -0.943, 0.011, 0.217, 0.292, 0.153, 0.188, 0.353, 0.273, 0.392, 0.035, 0.306, 0.257, 0.129, 0.130, -0.341, 0.344, -0.298, 1.103, -0.516, -0.454, -0.388, 0.247, 0.326, 0.273, -0.262, -0.437, -0.218, -0.172, 1.143, -0.562, -0.438, -0.363, 0.300, 0.291, 0.255, 0.339, -0.419, 0.063, -0.254, 0.874, -0.609, -0.299, -0.374, 0.320, 0.336, 0.319, 0.076, 0.264, -0.091, -0.396, 1.054, -0.503, -0.537, -0.445, 0.124, 0.086, 0.202, 0.274, 0.055, -0.346, -0.399, 1.097, -0.519, -0.530, -0.125, 0.245, -0.112, 0.317, 0.318, 0.256, -0.501, -0.453, 1.045, -0.554, -0.517, -0.124, -0.238, 0.305, 0.370, 0.362, 0.996, -0.495, -0.305, 0.993, -0.515, -0.536, -0.248, 0.047, -0.590, 0.308, 0.352]
}

Record 2
{
  "formula": "C36H43BClN10O2",
  "method": "ωB97M-V with the def2-TZVPD basis set",
  "e_homo_ev": -10.85,
  "e_above_lowest_kcal_mol": 104.8,
  "total_energy_ha": -2580.3540,
  "total_charge": 1,
  "symbols": ["C", "C", "N", "C", "C", "N", "C", "N", "B", "O", "O", "N", "C", "Cl", "H", "H", "H", "H", "H", "H", "H", "H", "H", "H", "H", "H", "H", "N", "C", "C", "C", "C", "C", "H", "H", "H", "H", "H", "N", "C", "C", "C", "C", "C", "H", "H", "H", "H", "H", "N", "C", "C", "C", "C", "C", "H", "H", "H", "H", "H", "N", "C", "C", "C", "C", "C", "H", "H", "H", "H", "H", "N", "C", "C", "C", "C", "C", "H", "H", "H", "H", "H", "N", "C", "C", "C", "C", "C", "H", "H", "H", "H", "H"],
  "positions_angstrom": [[3.443035, 1.169706, -5.074107], [3.422369, 2.338825, -3.909314], [4.040210, 2.264589, -2.683847], [2.533450, 3.720019, -4.224581], [0.964013, 3.288615, -4.033458], [-0.145971, 4.203950, -4.506977], [-1.384603, 3.359899, -4.140972], [-2.405487, 2.897540, -4.933145], [-3.486710, 2.034840, -4.300325], [-4.094374, 0.950131, -5.144126], [-4.027286, 2.176948, -2.933176], [-1.130411, 3.149617, -2.645463], [0.386940, 2.883525, -2.553695], [0.403875, 1.079181, -2.109372], [2.835088, 0.251751, -4.615059], [2.843992, 1.484908, -6.052494], [4.524424, 0.808001, -5.336573], [3.806139, 3.153132, -2.165704], [2.689040, 4.106775, -5.335412], [2.883781, 4.611794, -3.526928], [0.873185, 2.352477, -4.766815], [-0.087908, 4.491822, -5.517970], [-2.359955, 3.155748, -5.962976], [-3.807629, 1.073676, -6.112833], [-3.736375, 1.431509, -2.326999], [-1.136153, 4.130040, -2.250365], [0.954930, 3.418230, -1.664706], [-3.006558, 0.085375, -0.677713], [-1.906758, -0.230236, 0.040744], [-1.931651, -1.012250, 1.184413], [-3.158841, -1.498529, 1.622635], [-4.309658, -1.189080, 0.905017], [-4.183314, -0.402609, -0.228743], [-0.973834, 0.175507, -0.339630], [-1.016521, -1.236322, 1.720683], [-3.218078, -2.113732, 2.515758], [-5.281154, -1.552163, 1.220662], [-5.051750, -0.136597, -0.824869], [-1.498467, 0.549577, 3.605608], [-2.184391, 1.639770, 3.197759], [-2.282422, 2.808910, 3.935084], [-1.641958, 2.864853, 5.168443], [-0.929244, 1.757485, 5.616648], [-0.885675, 0.634359, 4.806339], [-2.669367, 1.545779, 2.230483], [-2.844850, 3.655110, 3.557095], [-1.697451, 3.763899, 5.775311], [-0.419578, 1.769152, 6.573398], [-0.339294, -0.254110, 5.110314], [-0.855246, 0.560891, 8.659845], [0.064975, -0.308585, 9.131604], [-0.251648, -1.527822, 9.708974], [-1.593703, -1.877681, 9.813793], [-2.564874, -1.002320, 9.338729], [-2.149871, 0.192916, 8.773843], [1.097992, 0.011124, 9.029999], [0.529139, -2.188349, 10.068601], [-1.880567, -2.824648, 10.261692], [-3.619218, -1.245380, 9.406164], [-2.869676, 0.907903, 8.385277], [4.668137, -1.144821, -7.454738], [5.417107, -1.900516, -6.622079], [5.242274, -3.264636, -6.452503], [4.235806, -3.894287, -7.177114], [3.446497, -3.142517, -8.041376], [3.699940, -1.784322, -8.146179], [6.187142, -1.362859, -6.076523], [5.875149, -3.822471, -5.771662], [4.067952, -4.961949, -7.069534], [2.653757, -3.603320, -8.619728], [3.113539, -1.155253, -8.810043], [-3.731279, -3.060829, -6.914318], [-4.098503, -4.345388, -6.713303], [-4.577853, -4.830048, -5.506872], [-4.684509, -3.946225, -4.438238], [-4.312292, -2.617389, -4.613639], [-3.847664, -2.225910, -5.858941], [-3.993822, -4.996650, -7.576182], [-4.860705, -5.871409, -5.402871], [-5.054814, -4.289869, -3.476762], [-4.383007, -1.903910, -3.800488], [-3.548250, -1.198618, -6.046906], [3.594907, 0.462579, 8.002978], [4.634670, 1.076660, 8.608907], [5.875767, 0.488615, 8.793374], [6.063695, -0.810196, 8.332645], [5.011189, -1.469614, 7.706136], [3.807998, -0.797142, 7.564626], [4.437472, 2.087508, 8.953813], [6.676237, 1.029969, 9.284740], [7.022351, -1.304462, 8.460434], [5.125434, -2.482317, 7.336476], [2.957583, -1.267847, 7.079302]],
  "atomic_forces_ev_per_a": [[-0.834, -0.211, 0.977], [1.068, 0.836, 2.629], [-2.821, 0.701, -4.933], [-0.146, 0.162, -0.021], [0.800, -2.178, -0.885], [-3.246, -2.318, -1.094], [2.881, 2.284, 0.436], [2.590, 1.823, 1.932], [-3.880, -3.412, 1.557], [2.661, 4.045, 0.031], [2.668, -0.697, -3.591], [0.626, 1.203, -1.771], [0.255, -0.515, -0.230], [0.805, 1.567, -0.994], [1.462, 1.894, -0.962], [1.540, -0.416, 2.158], [-2.173, 0.872, 0.529], [0.370, -1.042, -0.667], [-0.377, -1.030, 2.228], [-0.864, -1.998, -1.255], [0.390, 1.501, 1.922], [0.034, -0.617, 1.261], [-0.010, -0.541, 1.806], [-0.675, -0.576, 2.036], [-0.140, 0.644, -0.419], [-0.933, -1.108, -0.619], [-1.619, -0.877, -1.956], [-0.360, -0.322, 0.490], [-0.420, 0.163, -0.423], [-0.184, -0.221, -0.175], [-0.021, -0.033, -0.052], [0.285, -0.031, 0.112], [0.564, 0.328, -0.356], [-0.239, -0.133, 0.236], [-0.201, 0.105, -0.106], [0.026, 0.120, -0.101], [0.083, 0.058, -0.063], [-0.015, -0.056, 0.099], [-0.041, 0.930, 0.680], [0.446, -0.746, 0.235], [0.109, -0.050, 0.173], [0.020, -0.053, -0.020], [-0.019, 0.310, -0.059], [-0.383, -0.108, -0.785], [-0.018, 0.031, 0.010], [0.022, -0.087, 0.014], [0.017, -0.111, -0.058], [-0.103, -0.068, -0.076], [-0.030, 0.093, 0.050], [-0.302, -0.931, 0.458], [-0.392, 0.664, -0.324], [-0.335, -0.054, 0.001], [0.010, -0.022, 0.000], [0.204, -0.138, 0.074], [0.816, 0.333, -0.125], [-0.023, -0.026, -0.010], [-0.050, 0.086, -0.032], [0.028, 0.111, -0.048], [0.094, 0.046, -0.012], [0.010, -0.074, 0.030], [-0.200, -0.931, 0.167], [-0.450, 0.568, -0.534], [-0.196, -0.090, -0.141], [-0.003, -0.007, 0.003], [0.162, -0.110, 0.170], [0.606, 0.499, 0.414], [-0.015, -0.086, -0.020], [-0.050, 0.075, -0.065], [0.024, 0.132, -0.016], [0.078, 0.061, 0.041], [0.025, -0.088, 0.022], [-0.317, -0.285, 0.906], [0.278, 0.842, -0.276], [-0.009, 0.209, 0.213], [0.003, -0.016, -0.007], [-0.046, -0.194, 0.005], [0.107, -0.606, -0.804], [-0.030, 0.026, 0.089], [0.034, 0.101, -0.033], [0.045, 0.042, -0.115], [0.007, -0.032, -0.082], [-0.039, -0.197, 0.100], [0.865, -0.483, 0.147], [-0.767, -0.300, -0.389], [0.007, -0.262, -0.109], [0.007, 0.000, 0.001], [0.184, 0.154, 0.116], [-0.220, 0.839, 0.259], [0.050, -0.075, -0.012], [-0.095, -0.038, -0.041], [-0.116, 0.058, -0.012], [-0.030, 0.095, 0.028], [0.068, -0.012, 0.032]],
  "mulliken_charge": [-0.708, 0.486, -0.604, -0.903, 0.240, -0.464, 0.250, -0.084, 0.403, -0.581, -0.453, -0.305, -0.152, -0.246, 0.241, 0.228, 0.275, 0.281, 0.300, 0.346, 0.201, 0.370, 0.326, 0.296, 0.453, 0.364, 0.398, -0.142, -0.005, -0.517, -0.036, -0.814, -0.094, 0.083, 0.315, 0.397, 0.395, 0.419, -0.107, 0.111, -0.746, -0.309, -0.473, -0.331, 0.200, 0.388, 0.410, 0.458, 0.399, -0.412, -0.270, -0.391, -0.230, -0.433, -0.237, 0.492, 0.369, 0.364, 0.369, 0.362, -0.509, -0.093, -0.462, -0.156, -0.413, -0.157, 0.373, 0.357, 0.361, 0.354, 0.368, -0.543, -0.254, -0.316, -0.421, -0.210, -0.150, 0.370, 0.365, 0.376, 0.395, 0.405, -0.384, -0.204, -0.426, -0.128, -0.580, -0.042, 0.356, 0.352, 0.361, 0.351, 0.365]
}